1.
{
  "formula": "C4H6N2O",
  "method": "the ωB97M-V functional and the def2-TZVPD basis",
  "gap_ev": 8.33,
  "symbols": ["O", "H", "H", "C", "N", "H", "N", "C", "C", "C", "H", "H", "H"],
  "xyz": [[0.243121, 0.710215, 0.155533], [-3.049703, -0.079894, 0.089939], [-2.322881, 1.044921, 1.253836], [1.213886, -0.108045, -0.105523], [2.499722, 0.348514, -0.146736], [2.651994, 1.246552, 0.296893], [0.727494, -1.332332, -0.319703], [-0.701166, -1.378703, -0.253829], [-2.240599, 0.640125, 0.240575], [-0.978366, -0.098132, 0.032656], [3.223636, -0.331331, 0.029883], [1.103562, -2.121804, -0.799770], [-2.370703, 1.459917, -0.473752]],
  "forces_ev_per_angstrom": [[0.09, -0.19, -0.03], [0.13, 0.15, 0.04], [-0.03, 0.02, -0.07], [-0.29, -0.57, -0.12], [-0.13, -0.12, 0.10], [-0.10, -0.23, -0.13], [-0.16, 0.45, -0.22], [-0.21, 0.49, 0.07], [-0.12, 0.12, 0.07], [-0.24, -0.10, 0.11], [-0.09, 0.05, -0.04], [1.14, -0.02, 0.15], [0.02, -0.06, 0.08]],
  "nbo_charge": [-0.43, 0.25, 0.21, 0.72, -0.80, 0.41, -0.58, -0.23, -0.65, 0.07, 0.40, 0.43, 0.21]
}

2.
{
  "formula": "C4H6N2O",
  "method": "the ωB97M-V functional and the def2-TZVPD basis",
  "gap_ev": 10.10,
  "smiles": "[H]/N=C(\\N)C1(O)C=C1",
  "symbols": ["C", "H", "N", "N", "O", "H", "H", "C", "C", "H", "H", "C", "H"],
  "xyz": [[-0.410163, -0.796116, 0.156517], [-0.781209, 2.543282, -0.999631], [-0.745480, -1.528791, -0.835196], [-0.554387, -1.081003, 1.497509], [1.271986, 0.769559, 0.830189], [-1.159629, -2.408937, -0.526161], [0.879257, 0.268644, -2.506156], [0.291634, 0.508883, -0.167581], [0.513384, 0.745590, -1.611599], [0.074566, -0.563304, 2.096066], [1.275542, 1.722321, 0.982102], [-0.222224, 1.618739, -0.993522], [-0.628020, -2.062489, 1.728892]],
  "forces_ev_per_angstrom": [[-0.02, -0.05, -0.19], [-0.16, -0.25, -0.07], [-0.07, 0.09, 0.37], [0.10, -0.07, -0.01], [0.14, 0.21, -0.04], [-0.05, 0.11, -0.03], [0.17, 0.28, 0.10], [-0.08, -0.24, -0.10], [-0.01, 0.11, 0.14], [-0.06, -0.06, -0.07], [0.11, -0.20, -0.03], [0.01, -0.10, -0.07], [-0.07, 0.17, -0.01]],
  "nbo_charge": [0.42, 0.23, -0.72, -0.82, -0.73, 0.33, 0.24, 0.12, -0.12, 0.40, 0.48, -0.21, 0.38]
}

3.
{
  "formula": "C4H6N2O",
  "method": "the ωB97M-V functional and the def2-TZVPD basis",
  "gap_ev": 9.98,
  "smiles": "COc1cc[nH]n1",
  "symbols": ["C", "H", "H", "C", "H", "N", "H", "N", "O", "H", "H", "C", "C"],
  "xyz": [[0.593687, 0.498982, -2.111278], [-0.337019, -0.566312, 3.158704], [-0.177425, 1.889885, 1.568089], [-0.302373, -0.333283, 2.089032], [-0.471571, -2.408115, 1.192880], [-0.279553, -1.405349, 1.159900], [1.520603, 0.310468, -1.556664], [-0.435036, -0.981228, -0.098297], [-0.405924, 1.010872, -1.216808], [0.292006, -0.434929, -2.601912], [0.770399, 1.267124, -2.867876], [-0.319936, 0.827223, 1.325875], [-0.447857, 0.324662, -0.041644]],
  "forces_ev_per_angstrom": [[0.13, 0.03, -0.12], [0.26, 0.38, -0.61], [-0.32, -0.88, 0.18], [0.01, -1.25, -1.28], [0.20, 0.73, 1.08], [-0.85, 0.70, 0.79], [-0.12, 0.05, -0.11], [0.22, 0.40, -0.02], [0.09, 0.28, 0.38], [-0.12, 0.24, 0.22], [-0.12, -0.07, 0.15], [-0.16, -0.69, -1.12], [0.78, 0.06, 0.47]],
  "nbo_charge": [-0.25, 0.23, 0.25, -0.05, 0.42, -0.36, 0.18, -0.32, -0.51, 0.19, 0.19, -0.37, 0.42]
}

no.,HOMO energy (eV)
1,-7.88
2,-9.16
3,-8.89